Formula: C4H13NO2
Source: the OMol25 dataset
Level of theory: ωB97M-V with the def2-TZVPD basis set

Properties
SMILES   CC/C=C/N.O.O
Relative energy (zero: lowest compared OMol25 entry of this formula, charge and spin)   58.44 kcal per mole
Highest occupied orbital energy   -0.2882 Eh
E_LUMO   0.53 eV
HOMO-LUMO gap   8.37 eV

The geometry in ORCA input format:
```
! RIJCOSX wB97M-V def2-TZVPD def2/J DEFGRID3
* xyz 0 1
C -1.753 -2.336 -1.017
C -1.184 -1.025 -1.545
C -0.422 -0.404 -0.409
C -0.972 0.151 0.727
N -0.270 0.750 1.825
H -1.128 -2.649 -0.290
H -2.002 -3.120 -1.834
H -2.704 -2.229 -0.382
H -0.539 -1.128 -2.455
H -1.963 -0.207 -1.964
H 0.674 -0.414 -0.550
H -2.158 0.186 0.735
H -0.587 1.537 2.324
H 0.629 0.998 1.469
H 3.149 1.079 -1.190
H 1.771 0.919 -1.963
O 2.557 0.598 -1.655
H 2.019 3.176 2.535
H 2.458 1.793 3.272
O 2.424 2.321 2.367
*
```

***

Formula: C4H13NO2
Source: the OMol25 dataset
Level of theory: ωB97M-V with the def2-TZVPD basis set

Properties
SMILES   CC(C)NCO.O
Relative energy (zero: lowest compared OMol25 entry of this formula, charge and spin)   44.32 kcal per mole
Highest occupied orbital energy   -0.3378 Eh
E_LUMO   0.66 eV
HOMO-LUMO gap   9.85 eV

The geometry in ORCA input format:
```
! RIJCOSX wB97M-V def2-TZVPD def2/J DEFGRID3
* xyz 0 1
C 0.502 1.347 -0.070
C 0.279 0.214 -0.982
C -0.394 0.660 -2.218
N -0.518 -0.878 -0.380
C -1.611 -0.391 0.257
O -1.562 -0.397 1.781
H -0.256 2.172 -0.072
H 0.487 1.070 0.893
H 1.479 1.915 -0.223
H 1.207 -0.208 -1.320
H -0.626 -0.130 -2.966
H -1.354 1.139 -2.184
H 0.295 1.382 -2.750
H -0.639 -1.793 -0.849
H -1.899 0.591 -0.054
H -2.556 -1.140 0.134
H -0.574 -0.592 1.895
H 2.260 -2.152 3.494
H 2.886 -1.514 2.356
O 2.593 -1.294 3.259
*
```

***

Formula: C4H13NO2
Source: the OMol25 dataset
Level of theory: ωB97M-V with the def2-TZVPD basis set

Properties
SMILES   C/C=C/NC.O.O
Relative energy (zero: lowest compared OMol25 entry of this formula, charge and spin)   44.96 kcal per mole
Highest occupied orbital energy   -0.2924 Eh
E_LUMO   0.80 eV
HOMO-LUMO gap   8.75 eV

The geometry in ORCA input format:
```
! RIJCOSX wB97M-V def2-TZVPD def2/J DEFGRID3
* xyz 0 1
C -1.038 -1.983 1.365
C -0.619 -0.701 0.651
C -0.559 -0.615 -0.703
N -0.203 0.569 -1.321
C 0.583 0.423 -2.584
H -1.396 -1.866 2.384
H -1.773 -2.696 0.969
H -0.084 -2.571 1.323
H -0.206 0.000 1.328
H -1.057 -1.411 -1.296
H 0.082 1.352 -0.748
H 1.649 0.422 -2.380
H 0.292 -0.465 -3.124
H 0.228 1.127 -3.302
H -1.088 0.923 2.950
H -1.243 1.169 1.521
O -0.948 1.660 2.313
H 2.838 2.191 0.523
H 1.922 0.964 0.254
O 2.621 1.507 -0.123
*
```

***

Formula: C4H13NO2
Source: the OMol25 dataset
Level of theory: ωB97M-V with the def2-TZVPD basis set

Properties
SMILES   CC(C)=CN.O.O
Relative energy (zero: lowest compared OMol25 entry of this formula, charge and spin)   22.88 kcal per mole
Highest occupied orbital energy   -0.2788 Eh
E_LUMO   0.70 eV
HOMO-LUMO gap   8.29 eV

The geometry in ORCA input format:
```
! RIJCOSX wB97M-V def2-TZVPD def2/J DEFGRID3
* xyz 0 1
C 0.528 2.584 0.653
C -0.222 1.404 1.254
C 0.423 0.267 1.472
N 1.803 0.114 1.353
C -1.728 1.418 1.215
H -0.129 3.386 0.322
H 1.107 2.983 1.504
H 1.213 2.238 -0.129
H -0.072 -0.668 1.692
H 2.238 -0.695 1.750
H 2.403 0.905 1.219
H -2.117 2.355 1.593
H -2.074 1.345 0.184
H -2.170 0.620 1.806
H -0.863 -6.399 1.109
H 0.023 -5.381 0.371
O -0.123 -5.798 1.227
H -0.017 0.572 -6.098
H -0.258 -0.970 -5.949
O 0.035 -0.281 -6.547
*
```

***

Formula: C4H13NO2
Source: the OMol25 dataset
Level of theory: ωB97M-V with the def2-TZVPD basis set

Properties
SMILES   C[C@H](N)[C@@H](C)O.O
Relative energy (zero: lowest compared OMol25 entry of this formula, charge and spin)   11.02 kcal per mole
Highest occupied orbital energy   -0.3346 Eh
E_LUMO   0.68 eV
HOMO-LUMO gap   9.79 eV

The geometry in ORCA input format:
```
! RIJCOSX wB97M-V def2-TZVPD def2/J DEFGRID3
* xyz 0 1
C 0.673 1.097 -1.420
C 1.428 0.545 -0.235
C 0.539 -0.032 0.891
C -0.429 0.975 1.512
O -0.057 -1.255 0.520
N 2.441 -0.471 -0.584
H 0.055 0.341 -1.911
H -0.024 1.861 -1.093
H 1.284 1.567 -2.177
H 1.951 1.400 0.202
H 1.259 -0.233 1.690
H -0.998 0.426 2.266
H 0.134 1.683 2.112
H -1.058 1.480 0.782
H -0.605 -1.085 -0.245
H 2.247 -1.309 -0.051
H 2.367 -0.733 -1.559
H -4.315 -0.143 -0.288
H -3.373 -1.291 0.171
O -3.551 -0.669 -0.530
*
```

***

Formula: C4H13NO2
Source: the OMol25 dataset
Level of theory: ωB97M-V with the def2-TZVPD basis set

Properties
SMILES   CCCNCO.O
Relative energy (zero: lowest compared OMol25 entry of this formula, charge and spin)   21.86 kcal per mole
Highest occupied orbital energy   -0.3182 Eh
E_LUMO   0.88 eV
HOMO-LUMO gap   9.54 eV

The geometry in ORCA input format:
```
! RIJCOSX wB97M-V def2-TZVPD def2/J DEFGRID3
* xyz 0 1
C -0.564 0.880 -0.520
N 0.756 0.342 -0.446
C 1.439 -0.082 -1.618
O 1.209 -1.466 -1.891
C -1.053 1.416 0.822
C -1.666 0.367 1.704
H -1.287 0.121 -0.847
H -0.653 1.687 -1.262
H 1.356 0.458 0.352
H 1.050 0.513 -2.451
H 2.502 0.114 -1.568
H 0.814 -1.630 -2.750
H -0.217 1.918 1.313
H -1.730 2.238 0.611
H -1.313 0.379 2.745
H -1.304 -0.623 1.436
H -2.752 0.327 1.747
H 1.418 -2.342 1.626
H 1.233 -2.220 0.085
O 0.763 -2.396 0.913
*
```

***

Formula: C4H13NO2
Source: the OMol25 dataset
Level of theory: ωB97M-V with the def2-TZVPD basis set

Properties
SMILES   C=NCCC.O.O
Relative energy (zero: lowest compared OMol25 entry of this formula, charge and spin)   23.92 kcal per mole
Highest occupied orbital energy   -0.3592 Eh
E_LUMO   0.45 eV
HOMO-LUMO gap   10.23 eV

The geometry in ORCA input format:
```
! RIJCOSX wB97M-V def2-TZVPD def2/J DEFGRID3
* xyz 0 1
C -0.283 2.296 -1.013
C -0.664 1.086 -0.142
C 0.517 0.115 -0.085
C -0.155 -2.045 0.346
N 0.375 -1.005 0.823
H -1.008 3.084 -0.839
H -0.207 2.028 -2.064
H 0.695 2.648 -0.677
H -0.972 1.357 0.869
H -1.528 0.567 -0.562
H 0.797 -0.250 -1.088
H 1.414 0.703 0.147
H -0.396 -2.154 -0.714
H -0.458 -2.862 0.993
H 1.253 -0.010 2.408
H 1.627 -0.225 3.880
O 1.417 0.465 3.259
H -0.319 -1.059 -3.178
H -1.783 -1.220 -3.495
O -1.189 -0.964 -2.792
*
```

***

Formula: C4H13NO2
Source: the OMol25 dataset
Level of theory: ωB97M-V with the def2-TZVPD basis set

Properties
SMILES   CCCNCO.O
Relative energy (zero: lowest compared OMol25 entry of this formula, charge and spin)   23.90 kcal per mole
Highest occupied orbital energy   -0.3491 Eh
E_LUMO   0.76 eV
HOMO-LUMO gap   10.26 eV

The geometry in ORCA input format:
```
! RIJCOSX wB97M-V def2-TZVPD def2/J DEFGRID3
* xyz 0 1
C -0.712 -0.077 -0.107
N 0.700 -0.392 -0.264
C 1.690 0.617 -0.010
O 2.377 0.979 -1.224
C -1.224 -0.032 1.378
C -2.006 1.219 1.654
H -1.234 -0.816 -0.719
H -0.913 0.888 -0.573
H 0.939 -1.219 0.238
H 1.232 1.550 0.335
H 2.504 0.272 0.627
H 1.941 0.555 -1.942
H -1.844 -0.910 1.573
H -0.311 -0.151 1.958
H -2.522 1.608 0.775
H -1.407 2.054 2.029
H -2.776 1.096 2.422
H 0.369 -2.544 -2.795
H 1.878 -2.107 -2.375
O 1.319 -2.591 -2.981
*
```

***

Formula: C4H13NO2
Source: the OMol25 dataset
Level of theory: ωB97M-V with the def2-TZVPD basis set

Properties
SMILES   C[C@H](N)CCO.O
Relative energy (zero: lowest compared OMol25 entry of this formula, charge and spin)   17.90 kcal per mole
Highest occupied orbital energy   -0.3203 Eh
E_LUMO   0.73 eV
HOMO-LUMO gap   9.45 eV

The geometry in ORCA input format:
```
! RIJCOSX wB97M-V def2-TZVPD def2/J DEFGRID3
* xyz 0 1
C -1.626 -0.208 1.039
C -0.833 0.112 -0.239
C 0.257 1.139 0.101
C 1.083 1.596 -1.109
O 0.364 2.459 -1.946
N -0.301 -1.140 -0.758
H -1.252 -1.120 1.523
H -2.630 -0.516 0.810
H -1.675 0.571 1.789
H -1.522 0.497 -0.986
H -0.244 2.042 0.483
H 0.912 0.757 0.883
H 2.025 1.994 -0.722
H 1.237 0.715 -1.732
H 0.022 3.251 -1.508
H 0.340 -1.652 -0.167
H -0.106 -1.172 -1.739
H 1.927 -3.579 1.658
H 0.714 -2.588 1.563
O 1.307 -3.158 1.056
*
```

***

Formula: C4H13NO2
Source: the OMol25 dataset
Level of theory: ωB97M-V with the def2-TZVPD basis set

Properties
SMILES   C1CCNC1.O.O
Relative energy (zero: lowest compared OMol25 entry of this formula, charge and spin)   26.76 kcal per mole
Highest occupied orbital energy   -0.3170 Eh
E_LUMO   0.51 eV
HOMO-LUMO gap   9.14 eV

The geometry in ORCA input format:
```
! RIJCOSX wB97M-V def2-TZVPD def2/J DEFGRID3
* xyz 0 1
C -1.996 -0.963 0.433
N -1.955 0.501 0.644
C -0.545 0.779 1.149
C 0.329 -0.438 0.700
C -0.628 -1.603 0.632
H -2.399 -1.190 -0.571
H -2.746 -1.342 1.114
H -2.070 1.066 -0.174
H -0.588 0.793 2.250
H -0.129 1.749 0.837
H 0.987 -0.207 -0.142
H 1.090 -0.552 1.496
H -0.774 -2.078 1.681
H -0.410 -2.420 -0.028
H 3.171 -2.444 -1.186
H 2.883 -1.233 -2.068
O 3.043 -2.180 -2.102
H 0.114 4.138 -0.647
H 1.261 3.449 -1.537
O 0.759 3.435 -0.722
*
```

***

Formula: C4H13NO2
Source: the OMol25 dataset
Level of theory: ωB97M-V with the def2-TZVPD basis set

Properties
Relative energy (zero: lowest compared OMol25 entry of this formula, charge and spin)   68.95 kcal per mole
Highest occupied orbital energy   -0.2711 Eh
E_LUMO   0.68 eV
HOMO-LUMO gap   8.06 eV

The geometry in ORCA input format:
```
! RIJCOSX wB97M-V def2-TZVPD def2/J DEFGRID3
* xyz 0 1
C -0.557 1.542 -0.157
C -1.160 -0.375 -0.843
C -2.101 -0.884 0.245
O 0.385 2.042 -0.820
O -0.271 1.346 1.205
H 1.511 0.955 -0.717
H -1.065 1.021 1.647
H -1.590 1.869 -0.329
H -0.666 -1.247 -1.304
H -1.722 0.042 -1.683
H -2.876 -1.568 -0.118
H -2.641 -0.060 0.728
H -1.555 -1.419 1.031
C 2.348 -0.494 0.685
N 1.698 -0.126 -0.587
H 0.616 -0.377 -0.589
H 2.155 -0.526 -1.400
H 2.276 -1.570 0.846
H 3.396 -0.194 0.678
H 1.821 0.024 1.483
*
```

***

Formula: C4H13NO2
Source: the OMol25 dataset
Level of theory: ωB97M-V with the def2-TZVPD basis set

Properties
SMILES   CCCNCO.O
Relative energy (zero: lowest compared OMol25 entry of this formula, charge and spin)   42.79 kcal per mole
Highest occupied orbital energy   -0.3576 Eh
E_LUMO   0.85 eV
HOMO-LUMO gap   10.58 eV

The geometry in ORCA input format:
```
! RIJCOSX wB97M-V def2-TZVPD def2/J DEFGRID3
* xyz 0 1
C 0.027 -0.258 0.674
N 0.389 1.161 0.201
C 0.996 1.279 -1.118
O 0.425 0.509 -2.225
C -1.342 -0.834 0.323
C -1.486 -1.789 -0.931
H 0.092 -0.164 1.783
H 0.737 -0.960 0.099
H -0.472 1.783 0.353
H 1.180 2.303 -1.581
H 1.971 0.871 -1.001
H 0.442 -0.428 -1.995
H -1.752 -1.388 1.148
H -2.054 0.099 0.216
H -0.539 -1.994 -1.444
H -2.274 -1.374 -1.553
H -1.921 -2.753 -0.617
H 1.683 0.885 3.134
H 1.702 1.635 1.876
O 2.197 1.416 2.661
*
```